1) {"formula": "C12H16N2O", "method": "ωB97M-V/def2-TZVPD", "species": ["C", "C", "C", "C", "C", "O", "N", "N", "C", "C", "C", "C", "C", "C", "C", "H", "H", "H", "H", "H", "H", "H", "H", "H", "H", "H", "H", "H", "H", "H", "H"], "xyz": [[-2.83790, -0.98315, 1.61491], [-1.71505, -0.40636, 1.14041], [-0.79399, 0.24038, 2.01757], [0.39285, 0.76944, 1.64521], [1.28432, 1.75816, 2.27884], [1.17320, 2.47951, 3.25867], [2.42464, 1.64521, 1.50457], [2.16318, 1.18739, 0.21152], [3.28229, 0.45714, -0.46695], [0.90953, 0.59132, 0.28421], [0.25742, 0.07654, -0.77084], [0.67293, 0.07047, -2.21491], [-1.21750, -0.50672, -0.41575], [-1.14211, -2.04881, -0.69788], [-2.28468, 0.06565, -1.27063], [-3.45754, -1.62412, 0.86423], [-3.14516, -0.93524, 2.58430], [-1.16535, 0.31334, 3.11166], [3.17027, 2.41481, 1.56016], [4.01122, 0.00924, 0.29858], [2.76937, -0.38966, -1.08796], [3.84747, 1.13560, -1.08246], [1.17766, -0.72305, -2.59903], [1.31273, 0.98744, -2.42511], [-0.24311, 0.25444, -2.71013], [-1.07150, -2.40957, -1.66898], [-2.11338, -2.48743, -0.29578], [-0.22811, -2.40954, -0.20746], [-2.20533, -0.32860, -2.30495], [-2.05131, 1.08596, -1.40786], [-3.17708, -0.28978, -0.74818]], "homo_lumo_gap_ev": [7.16, 7.16], "e_homo_ev": [-7.43, -7.43], "smiles": "C=C1C=c2c(=O)[nH]n(C)c2=C(C)C1(C)C", "multiplicity": 1, "lumo_energy_ev": [-0.27, -0.27]}



2) {"formula": "C12H16N2O", "method": "ωB97M-V/def2-TZVPD", "species": ["C", "C", "C", "C", "C", "O", "C", "N", "C", "C", "C", "C", "C", "C", "N", "H", "H", "H", "H", "H", "H", "H", "H", "H", "H", "H", "H", "H", "H", "H", "H"], "xyz": [[-4.47549, 0.19824, -0.94708], [-3.60414, -0.24381, 0.24270], [-2.07567, 0.31962, 0.03573], [-1.22316, 0.01557, 1.23668], [0.22934, 0.49900, 0.74940], [0.46821, 1.68972, 0.83071], [1.32702, -0.41125, 0.04446], [0.73534, -1.75491, -0.12296], [1.55383, 0.31572, -1.28938], [2.53248, 1.22952, -1.42692], [3.54316, 1.42758, -0.36175], [3.51990, 0.67475, 0.70796], [2.60975, -0.43676, 0.94752], [3.39353, -1.64069, 0.55010], [3.84061, -2.50227, -0.06147], [-4.98887, 1.15724, -0.81991], [-3.71753, 0.15462, -1.90886], [-5.25491, -0.54922, -1.23327], [-3.65116, -1.30081, 0.19740], [-4.03318, 0.16195, 1.11834], [-2.27810, 1.40572, -0.15361], [-1.63977, -0.06140, -0.87697], [-1.23384, 0.61704, 2.23986], [-1.12843, -1.00558, 1.50976], [1.15947, -2.39078, -0.80339], [0.50050, -2.19988, 0.74844], [0.72587, 0.19865, -1.95400], [2.62509, 1.73561, -2.40134], [4.19873, 2.23687, -0.32438], [4.24825, 0.97519, 1.50748], [2.09315, -0.51521, 2.01874]], "homo_lumo_gap_ev": 8.94, "e_homo_ev": -8.78, "smiles": "CCCCC(=O)[C@@]1(N)C=CC=C[C@@H]1C#N", "multiplicity": 1, "lumo_energy_ev": 0.16}



3) {"formula": "C12H16N2O", "method": "ωB97M-V/def2-TZVPD", "species": ["C", "C", "C", "N", "C", "C", "C", "C", "C", "C", "H", "H", "H", "H", "H", "H", "H", "H", "H", "C", "C", "C", "N", "O", "H", "H", "H", "H", "H", "H", "H"], "xyz": [[-1.22415, 1.45893, 2.00218], [-0.98961, 1.47405, 0.54806], [-0.25890, 2.37311, -0.16607], [-0.07817, 1.91812, -1.46520], [-0.79717, 0.77228, -1.66100], [-0.95369, -0.12129, -2.73989], [-1.85805, -1.15721, -2.47381], [-2.49668, -1.45932, -1.24858], [-2.26104, -0.59307, -0.20469], [-1.33707, 0.41215, -0.38750], [-1.71807, 2.34551, 2.48173], [-0.39315, 1.30368, 2.67634], [-1.87389, 0.59978, 2.37449], [0.27496, 3.26297, 0.14349], [0.23169, 2.59387, -2.14293], [-0.38676, -0.09520, -3.64794], [-2.12759, -1.87963, -3.24971], [-3.21145, -2.26040, -1.19445], [-2.68686, -0.53987, 0.78744], [1.81404, -1.52884, -0.40544], [1.69949, -1.76182, 1.13789], [2.27682, -0.62800, 1.88404], [2.39532, 0.61524, 1.28892], [2.71446, -0.69441, 3.02309], [2.66899, -0.90312, -0.64113], [0.94486, -0.90209, -0.73076], [1.80980, -2.37358, -1.08989], [0.63974, -1.86767, 1.44237], [2.25937, -2.69459, 1.33815], [2.92010, 1.26983, 1.84405], [2.00266, 1.06059, 0.47676]], "homo_lumo_gap_ev": 8.83, "e_homo_ev": -8.14, "smiles": "Cc1c[nH]c2ccccc12.CCC(N)=O", "multiplicity": 1, "lumo_energy_ev": 0.70}



How do the energies compare? Relative to the most stable structure, in hartree: 1) 0.1319; 2) 0.1173; 3) 0.0000.



1) {"formula": "C5H13N2", "method": "ωB97M-V/def2-TZVPD", "species": ["C", "C", "C", "C", "N", "C", "N", "H", "H", "H", "H", "H", "H", "H", "H", "H", "H", "H", "H", "H"], "xyz": [[-0.41019, -1.46774, -0.97732], [-0.50915, -0.40998, -0.24342], [-1.69632, 0.58715, -0.28887], [-2.06679, 0.90814, 1.19030], [0.68014, 0.06401, 0.71064], [1.97496, -0.61632, 0.42232], [2.60757, -0.09874, -0.76988], [0.17548, -2.39567, -0.90128], [-1.28187, -1.71069, -1.58669], [-2.49139, 0.22236, -0.90577], [-1.37664, 1.47067, -0.77835], [-1.59319, 1.87680, 1.47750], [-1.74541, 0.20817, 1.92584], [-3.22946, 1.05378, 1.23725], [0.26179, -0.27163, 1.56338], [0.75176, 1.13766, 0.52280], [1.81439, -1.62641, 0.53603], [2.62110, -0.36893, 1.31442], [2.07671, -0.36458, -1.59793], [3.63669, -0.33682, -0.85981]], "charge": 1, "homo_lumo_gap_ev": 11.19, "e_homo_ev": -14.34, "smiles": "C=C(CC)[NH2+]CN", "multiplicity": 1, "lumo_energy_ev": -3.15}



2) {"formula": "C5H13N2", "method": "ωB97M-V/def2-TZVPD", "species": ["C", "C", "C", "N", "H", "H", "H", "H", "H", "H", "H", "H", "C", "C", "N", "H", "H", "H", "H", "H"], "xyz": [[1.55392, 0.57543, -0.14230], [0.56187, 0.55484, 1.00228], [0.78600, 1.14736, 2.17057], [-0.14197, 0.93274, 3.33103], [2.51240, 1.00397, 0.22913], [1.76167, -0.41576, -0.60057], [1.15510, 1.18868, -0.94136], [-0.26986, -0.18214, 1.01214], [1.62551, 1.78630, 2.45537], [-1.06049, 0.71309, 2.96365], [0.21106, 0.13089, 3.85763], [-0.08672, 1.79459, 3.86265], [-1.83002, -0.23595, -2.39179], [-0.80891, -1.06873, -2.08330], [-0.30770, -2.06972, -2.88957], [-2.44912, -0.27598, -3.26056], [-2.01937, 0.69288, -1.83049], [-0.35834, -0.94034, -0.99162], [-1.01475, -2.57429, -3.41553], [0.17973, -2.75787, -2.33737]], "charge": 1, "homo_lumo_gap_ev": 7.21, "e_homo_ev": -10.98, "multiplicity": 1, "lumo_energy_ev": -3.77}



How do the energies compare? Relative to the most stable structure, in hartree: 1) 0.0000; 2) 0.0139.



1) {"formula": "C5H13N2", "method": "ωB97M-V/def2-TZVPD", "species": ["C", "C", "C", "H", "H", "H", "H", "H", "H", "C", "C", "N", "N", "H", "H", "H", "H", "H", "H", "H"], "xyz": [[0.72803, -1.20921, 1.40519], [1.78866, -0.43029, 0.65641], [2.68735, 0.34250, 1.24709], [0.30506, -2.01454, 0.80767], [1.18133, -1.71667, 2.26074], [-0.03290, -0.55959, 1.85012], [1.72439, -0.46750, -0.43031], [3.46088, 0.86127, 0.69355], [2.80576, 0.37946, 2.32486], [-1.07489, 0.83640, -1.30972], [-1.88075, -0.16256, -0.94091], [-2.80220, -0.77491, -1.75236], [-0.30001, 1.56158, -0.28446], [-0.84979, 1.12965, -2.32402], [-1.86638, -0.50197, 0.09108], [-3.00035, -1.73544, -1.49681], [-2.57638, -0.71794, -2.73848], [-0.66903, 2.49924, -0.11579], [0.68906, 1.64294, -0.53892], [-0.31785, 1.03757, 0.59507]], "charge": 1, "homo_lumo_gap_ev": 10.18, "e_homo_ev": -13.34, "multiplicity": 1, "lumo_energy_ev": -3.17}



2) {"formula": "C5H13N2", "method": "ωB97M-V/def2-TZVPD", "species": ["C", "N", "C", "N", "H", "H", "H", "H", "H", "H", "H", "C", "C", "C", "H", "H", "H", "H", "H", "H"], "xyz": [[-1.59886, 1.92024, -1.13008], [-1.50740, 1.82203, 0.32859], [-0.54301, 1.19253, 0.93895], [-0.44669, 1.04711, 2.23664], [-1.70451, 2.95819, -1.43233], [-2.44454, 1.33779, -1.48868], [-0.68766, 1.52181, -1.56977], [-2.29540, 2.16790, 0.86070], [0.25606, 0.76946, 0.33477], [-1.13226, 1.41647, 2.87929], [0.31020, 0.50828, 2.62754], [0.66183, -2.57376, -1.10185], [1.40766, -1.93049, 0.01266], [2.08498, -0.79301, -0.06412], [-0.40495, -2.65325, -0.88742], [0.77503, -2.02609, -2.04195], [1.02759, -3.58961, -1.26704], [1.42637, -2.45848, 0.96084], [2.65267, -0.42031, 0.78327], [2.16289, -0.21682, -0.98002]], "charge": 1, "homo_lumo_gap_ev": 9.86, "e_homo_ev": -13.14, "multiplicity": 1, "lumo_energy_ev": -3.28}



How do the energies compare? Relative to the most stable structure, in hartree: 1) 0.0411; 2) 0.0000.